(1)
{"formula": "C17H17NO3S2", "method": "the ωB97M-V functional and the def2-TZVPD basis", "total_charge": 0, "smiles": "Cc1cc(C)cc(N(C(=O)c2cccs2)[C@H]2C=CS(=O)(=O)C2)c1", "e_above_lowest_kj_mol": 763.9, "multiplicity": 1, "species": ["C", "C", "C", "C", "C", "C", "C", "N", "C", "O", "C", "C", "C", "C", "S", "C", "C", "C", "S", "O", "O", "C", "C", "H", "H", "H", "H", "H", "H", "H", "H", "H", "H", "H", "H", "H", "H", "H", "H", "H"], "coordinates": [[-0.706, 1.917, -3.054], [-0.739, 0.984, -2.006], [-1.440, -0.433, -2.091], [-1.465, -1.345, -1.221], [-2.267, -2.489, -1.608], [-0.569, -1.027, -0.069], [0.062, 0.019, 0.075], [0.803, 0.050, 1.144], [0.944, 1.174, 2.009], [1.726, 1.155, 2.942], [-0.271, 1.984, 2.210], [-0.322, 3.172, 2.636], [-1.671, 3.982, 2.441], [-2.625, 2.953, 2.000], [-1.831, 1.548, 1.451], [2.072, -0.706, 1.004], [1.528, -2.148, 1.702], [1.815, -3.200, 0.994], [2.400, -2.760, -0.638], [1.354, -2.607, -1.632], [3.572, -3.295, -1.119], [2.896, -0.907, -0.112], [-0.019, 1.097, -0.948], [-0.296, 1.392, -3.886], [-0.128, 2.783, -2.793], [-1.719, 2.066, -3.495], [-1.982, -0.298, -3.233], [-3.099, -2.293, -2.211], [-2.895, -2.914, -0.759], [-1.628, -3.316, -2.056], [-0.632, -1.820, 0.711], [0.459, 3.547, 2.989], [-1.886, 4.818, 2.808], [-3.677, 3.061, 1.804], [2.499, -0.414, 1.928], [1.203, -2.321, 2.723], [1.320, -4.201, 0.845], [3.812, -0.924, 0.073], [2.580, -0.228, -0.712], [0.822, 1.946, -0.845]], "lowdin_charge": [-0.072, -0.299, 0.007, -0.290, -0.064, -0.028, -0.449, 0.012, -0.357, 0.094, -0.399, -0.083, -0.002, -0.371, 1.077, -0.236, -0.020, -0.169, 0.695, -0.300, -0.280, -0.050, -0.029, 0.085, 0.087, 0.105, 0.185, 0.052, 0.103, 0.114, 0.153, 0.041, -0.011, 0.051, 0.117, 0.130, 0.125, 0.040, 0.059, 0.178]}

(2)
{"formula": "C17H17NO4S2", "method": "the ωB97M-V functional and the def2-TZVPD basis", "total_charge": 0, "smiles": "Cc1cccc(N([C@@H]2C=CS(=O)(=O)C2)S(=O)(=O)c2ccccc2)c1", "multiplicity": 1, "species": ["C", "C", "C", "C", "C", "C", "N", "C", "C", "C", "S", "O", "O", "C", "S", "O", "O", "C", "C", "C", "C", "C", "C", "C", "H", "H", "H", "H", "H", "H", "H", "H", "H", "H", "H", "H", "H", "H", "H", "H", "H"], "coordinates": [[-4.618, -1.446, 1.000], [-3.851, -0.253, 0.519], [-4.488, 0.941, 0.213], [-3.759, 2.024, -0.245], [-2.389, 1.931, -0.410], [-1.735, 0.745, -0.090], [-0.337, 0.593, -0.239], [0.536, 1.708, 0.086], [1.188, 2.327, -1.130], [2.495, 2.465, -1.148], [3.212, 1.803, 0.345], [3.804, 2.851, 1.131], [4.032, 0.654, 0.076], [1.618, 1.301, 1.089], [0.181, -0.505, -1.426], [0.788, 0.221, -2.506], [-0.932, -1.350, -1.731], [1.440, -1.475, -0.608], [2.702, -1.540, -1.161], [3.671, -2.311, -0.540], [3.365, -3.001, 0.620], [2.090, -2.937, 1.162], [1.117, -2.171, 0.543], [-2.472, -0.334, 0.376], [-5.683, -1.234, 1.045], [-4.279, -1.743, 1.992], [-4.456, -2.287, 0.327], [-5.559, 1.024, 0.324], [-4.262, 2.947, -0.493], [-1.839, 2.775, -0.799], [-0.102, 2.477, 0.541], [0.534, 2.642, -1.928], [3.106, 2.888, -1.919], [1.531, 1.823, 2.036], [1.652, 0.229, 1.248], [2.906, -0.983, -2.060], [4.664, -2.360, -0.957], [4.123, -3.596, 1.108], [1.855, -3.481, 2.064], [0.116, -2.105, 0.939], [-1.966, -1.258, 0.605]], "lowdin_charge": [-0.044, -0.261, -0.047, -0.070, -0.022, -0.255, -0.130, -0.320, -0.100, -0.105, 0.681, -0.316, -0.306, -0.119, 0.720, -0.272, -0.252, -0.285, -0.066, -0.062, -0.060, -0.062, -0.072, 0.010, 0.075, 0.083, 0.086, 0.109, 0.105, 0.110, 0.155, 0.124, 0.105, 0.111, 0.087, 0.118, 0.115, 0.108, 0.108, 0.106, 0.108]}

| no. | calculated total energy (eV) |
| --- | --- |
| 1 | -47197.08555 |
| 2 | -49253.66266 |